(1)
C26H33MoN2O5Sb2Se2 as an isolated structure in a non-equilibrium geometry. Source: the OMol25 dataset; level of theory: wB97M-V/def2-TZVPD.

ORCA input file:
```
! wB97M-V def2-TZVPD RIJCOSX def2/J DEFGRID3
* xyz 3 3
Mo -0.15474 0.30779 1.43796
O -1.18584 5.54447 3.29180
C -1.06184 4.34821 2.79263
O -1.45536 3.31625 3.29165
C -0.35272 4.34642 1.44106
O 0.41889 3.16038 1.24744
C 1.66815 3.23601 1.94439
C 2.09587 1.80369 2.23614
O 3.19395 1.38450 1.97489
O 1.10262 1.03286 2.66163
H -1.65201 5.58998 4.14185
H 0.27442 5.23337 1.35228
H -1.10746 4.37614 0.65499
H 1.56364 3.79108 2.88066
H 2.42299 3.70586 1.31485
Se -2.11629 0.17239 3.39870
Se -2.22573 -2.12193 2.93634
C -0.32163 -2.39446 3.00622
C 0.14552 -3.44062 3.78041
C 1.51207 -3.61132 3.94285
C 2.36418 -2.69810 3.33704
C 1.83233 -1.70482 2.54486
N 0.50195 -1.55142 2.34697
C -2.94138 0.87883 1.78270
C -4.25797 1.26207 1.67360
C -4.64767 1.93529 0.51838
C -3.69781 2.21569 -0.45926
C -2.40515 1.76284 -0.28588
N -2.03532 1.08355 0.81343
H -0.56297 -4.08399 4.28462
H 1.90023 -4.42456 4.54146
H 3.43434 -2.74546 3.48077
H 2.49252 -1.00730 2.05129
H -4.96216 1.05225 2.46753
H -5.67661 2.24715 0.39269
H -3.96257 2.77015 -1.34896
H -1.63344 1.94636 -1.02364
C 3.74328 1.35492 -0.90556
Sb 1.84739 0.42940 -0.56397
C 2.42732 -1.59576 -0.96052
C 0.99091 0.98857 -2.52316
C 1.04475 -0.17349 -3.43988
C 2.18470 -0.37406 -4.22123
C 2.30266 -1.46781 -5.05887
C 1.28110 -2.40885 -5.10710
C 0.15125 -2.22975 -4.32672
C 0.00784 -1.11729 -3.49751
C -1.25763 -0.94380 -2.73242
Sb -1.20740 -1.52062 -0.61685
C -3.33290 -1.77927 -0.49484
C -0.61743 -3.55469 -0.89231
H 3.64013 2.43363 -1.00023
H 4.09407 0.92885 -1.84520
H 4.43094 1.12431 -0.09883
H 1.99448 -1.90562 -1.91154
H 2.10700 -2.27131 -0.16869
H 3.51295 -1.62901 -1.03682
H 1.63757 1.79425 -2.86760
H -0.01110 1.38384 -2.37069
H 2.97599 0.36644 -4.17836
H 3.19026 -1.59644 -5.66301
H 1.36774 -3.26945 -5.75576
H -0.65278 -2.95492 -4.38444
H -2.02027 -1.61575 -3.12503
H -1.63684 0.07743 -2.77818
H -3.67706 -2.19945 -1.43851
H -3.84518 -0.83300 -0.32871
H -3.57672 -2.46571 0.31166
H 0.18670 -3.60342 -1.62410
H -1.49047 -4.07618 -1.28196
H -0.30025 -4.01562 0.04059
*
```

Relative energy (zero: lowest compared OMol25 entry of this formula, charge and spin)   92.77 kJ/mol
Max |F|   1.540 eV Å⁻¹
E   -186312.6617 eV
HOMO level (spin up / spin down)   -0.5860 / -0.5859 Ha
Frontier orbital gap (spin up / spin down)   5.63 / 5.49 eV

=====

(2)
A 2-piece molecular cluster, C26H33N2O4 overall in a non-equilibrium geometry. Source: the OMol25 dataset; level of theory: wB97M-V/def2-TZVPD.

ORCA input file:
```
! wB97M-V def2-TZVPD RIJCOSX def2/J DEFGRID3
* xyz -1 1
C 5.55155 4.68670 -0.96699
O 4.10793 4.78993 -1.07880
C 3.35888 3.75479 -0.60461
C 1.97088 3.75790 -0.90497
C 1.19024 2.68623 -0.53142
C 1.71829 1.62199 0.24455
C 0.84605 0.61882 0.83466
C 1.03475 0.18773 2.12907
C -0.00899 -0.43620 2.85424
N -0.85309 -0.94254 3.49504
C 2.17977 0.47075 2.93521
N 3.11886 0.59865 3.62965
C 3.10658 1.61562 0.48455
C 3.91409 2.67659 0.12730
H 5.89969 5.52889 -1.56944
H 5.86364 4.78881 0.08734
H 5.92392 3.72724 -1.37287
H 1.56433 4.61890 -1.43828
H 0.12957 2.65383 -0.79424
H -0.09196 0.42760 0.31443
H 3.55884 0.74513 0.96393
H 4.97540 2.67914 0.39654
C 3.90521 -0.48695 -2.17194
C 3.25783 -1.37856 -1.14418
O 1.82570 -1.24160 -1.28797
C 1.04804 -1.89713 -0.38279
C -0.37711 -1.67907 -0.70717
C -1.38633 -2.45852 -0.02068
O -2.51434 -2.55427 -0.54244
C -1.14869 -3.19143 1.28561
C -2.29963 -3.29723 2.33233
C -3.69292 -2.76578 1.99933
C -3.86022 -1.24172 1.86628
C -4.77453 -0.82561 0.70604
C -4.51429 0.58852 0.17491
C -3.12616 0.85499 -0.43901
C -2.92325 0.14280 -1.77459
C -1.47518 0.13272 -2.27397
C -0.69016 -1.17295 -2.09907
O 1.52722 -2.49209 0.57372
H 4.97969 -0.45080 -1.97240
H 3.76619 -0.89656 -3.17850
H 3.50097 0.53308 -2.15148
H 3.50154 -2.43739 -1.31829
H 3.54719 -1.10799 -0.12064
H -0.87703 -4.21359 0.97299
H -0.23720 -2.80581 1.74858
H -2.42381 -4.37836 2.53470
H -1.95809 -2.82318 3.27405
H -4.05303 -3.26563 1.09595
H -4.35865 -3.07673 2.81751
H -4.31816 -0.85652 2.79416
H -2.88363 -0.74664 1.81133
H -4.70455 -1.55555 -0.11081
H -5.81081 -0.86644 1.07356
H -5.26882 0.79953 -0.59457
H -4.66699 1.29844 0.99858
H -3.02184 1.94303 -0.59404
H -2.32244 0.58658 0.26265
H -3.28979 -0.89049 -1.71649
H -3.55588 0.64876 -2.53071
H -1.52596 0.30293 -3.35718
H -0.90724 0.97175 -1.84933
H 0.28130 -1.02001 -2.59581
H -1.23338 -1.98508 -2.62307
*
```

Relative energy (zero: lowest compared OMol25 entry of this formula, charge and spin)   7.50 kJ/mol
Max |F|   3.501 eV Å⁻¹
E   -38667.3543 eV
HOMO level   -0.1372 Ha
Frontier orbital gap   5.70 eV